[1]
{"formula": "H32O16", "method": "ωB97M-V/def2-TZVPD", "symbols": ["O", "H", "H", "O", "H", "H", "O", "H", "H", "O", "H", "H", "O", "H", "H", "O", "H", "H", "O", "H", "H", "O", "H", "H", "O", "H", "H", "O", "H", "H", "O", "H", "H", "O", "H", "H", "O", "H", "H", "O", "H", "H", "O", "H", "H", "O", "H", "H"], "xyz": [[0.125517, -0.295399, 1.954431], [0.231700, -0.518982, 1.026364], [0.291044, -1.112034, 2.420085], [2.925034, 0.997689, -2.605049], [2.625725, 1.715694, -1.996507], [2.429520, 1.144140, -3.403877], [-0.209353, 2.761767, 2.819875], [-0.165875, 1.972655, 2.202265], [0.128247, 2.283831, 3.580884], [-2.567167, 0.383606, 3.627153], [-1.782532, 0.660938, 3.131513], [-2.522046, -0.556841, 3.836099], [-0.985157, 2.130378, -1.374682], [-0.988719, 2.640703, -0.517504], [-1.896824, 1.864872, -1.472823], [3.720726, -3.032940, 2.737776], [4.545447, -2.693548, 2.361706], [3.716448, -2.332952, 3.435710], [0.035055, -3.764025, 2.713659], [0.983316, -3.884865, 2.634419], [-0.135203, -3.613347, 1.783686], [1.654285, 3.483361, 0.323531], [1.147436, 2.929362, 0.912686], [2.596995, 3.372679, 0.449368], [-1.218204, 1.453649, -5.091637], [-1.826317, 1.915293, -5.678247], [-0.472694, 1.350211, -5.696750], [1.670334, -1.150798, -1.375266], [1.028098, -1.730510, -1.774232], [1.782925, -0.369898, -1.955825], [-1.397876, 3.753621, 0.824960], [-0.885862, 3.900609, 1.770352], [-1.991486, 4.519635, 0.799523], [-2.188438, -3.488645, -3.092630], [-2.542474, -2.979235, -3.866606], [-1.240157, -3.533937, -3.165184], [-0.872165, -2.468587, 4.517190], [-0.152078, -2.890718, 4.964058], [-0.922549, -2.655747, 3.551591], [1.270170, 3.123084, -2.697154], [0.515982, 2.579539, -2.464651], [1.016490, 4.018948, -2.441541], [-1.258102, -3.117067, 0.161966], [-1.976232, -3.758963, 0.240968], [-1.559692, -2.678065, -0.654364], [-0.789509, -1.002552, -2.770978], [-0.788326, -0.035291, -2.773043], [-1.105459, -1.291319, -1.913270]], "forces_ev_per_angstrom": [[-0.145, 0.661, -0.120], [0.166, -0.029, -0.328], [0.061, -0.381, 0.406], [0.044, 0.091, 1.237], [0.206, -0.456, -0.950], [-0.188, 0.480, -0.476], [0.636, -2.303, -0.819], [-0.433, 1.182, 0.464], [0.113, 0.518, 0.825], [-0.277, 0.441, -0.013], [-0.265, -0.704, 0.205], [0.533, 0.183, -0.124], [0.231, 0.222, 0.915], [0.011, -0.239, -0.881], [-0.398, -0.073, -0.150], [0.711, 1.698, 1.092], [0.014, -0.737, -0.841], [-0.853, -0.983, -0.236], [0.851, -0.658, -1.389], [0.631, -0.144, 0.618], [-0.759, 0.059, -0.783], [-0.176, 0.650, -0.734], [0.391, -0.169, 0.424], [-0.030, -0.351, 0.364], [0.167, 0.075, -0.583], [-0.381, 0.087, 0.301], [0.229, -0.190, 0.366], [0.319, 0.289, 0.652], [-0.183, 0.072, -0.446], [0.197, -0.548, 0.244], [1.305, 1.316, 3.218], [-1.786, -0.796, -3.298], [0.138, -0.351, -0.293], [-1.341, 0.352, -0.493], [0.912, -0.620, 1.138], [0.442, 0.199, -0.456], [-1.983, 1.878, 0.011], [0.490, -0.580, -0.473], [0.850, -0.423, 1.778], [0.447, 0.522, -0.474], [-0.619, -0.021, 0.307], [0.051, -0.293, 0.079], [-0.661, 0.098, -0.702], [0.147, -0.194, 0.334], [0.386, -0.149, 0.375], [-0.073, -0.034, -0.523], [-0.013, -0.118, 0.208], [-0.116, 0.468, 0.022]], "homo_energy_ev": -10.60, "charge": 0, "orbital_gap_ev": 10.641}



[2]
{"formula": "C20H14N2O8Rb", "method": "ωB97M-V/def2-TZVPD", "symbols": ["Rb", "O", "C", "O", "C", "C", "C", "C", "C", "N", "C", "O", "O", "H", "H", "H", "H", "H", "O", "C", "O", "C", "C", "C", "C", "C", "C", "N", "O", "O", "H", "H", "H", "H", "C", "C", "C", "C", "C", "C", "H", "H", "H", "H", "H"], "xyz": [[1.268713, 0.556286, -1.268054], [-0.059258, 0.062105, 3.326056], [-0.220710, 0.445087, 2.048896], [0.648164, 0.934159, 1.387043], [-1.597886, 0.161736, 1.532023], [-2.621972, -0.301456, 2.353608], [-3.839263, -0.597238, 1.769413], [-3.989935, -0.415579, 0.402821], [-2.899745, 0.053065, -0.328204], [-1.727890, 0.329085, 0.223330], [-2.939023, 0.206593, -1.829592], [-4.146301, 0.528410, -2.355911], [-1.989777, 0.027327, -2.526240], [0.872081, 0.211340, 3.548870], [-2.448140, -0.454542, 3.408137], [-4.651704, -0.990212, 2.365568], [-4.919056, -0.675493, -0.087718], [-4.746745, 0.813193, -1.658348], [3.213344, -1.227956, 0.170787], [2.299526, -1.887084, -0.358376], [1.973670, -1.955561, -1.559589], [1.343996, -2.575050, 0.628526], [-0.026102, -2.541118, 0.371955], [-0.932864, -3.047492, 1.286596], [-0.449739, -3.605726, 2.458831], [0.909071, -3.678499, 2.733176], [1.796932, -3.145434, 1.815869], [-1.405722, -4.088134, 3.454056], [-2.590303, -3.839112, 3.284092], [-0.977001, -4.662399, 4.439173], [-0.375482, -2.072207, -0.540323], [-1.998723, -3.002584, 1.115208], [1.244038, -4.122847, 3.658559], [2.859803, -3.131857, 2.019232], [3.718449, 5.164272, -3.851953], [2.336562, 5.255860, -3.972549], [1.519972, 4.270498, -3.422024], [1.989852, 3.142921, -2.720109], [3.397299, 3.106654, -2.637224], [4.247066, 4.072160, -3.175680], [4.366009, 5.924916, -4.275635], [1.893393, 6.099074, -4.498345], [0.444179, 4.403957, -3.553223], [3.886867, 2.278107, -2.117018], [5.324354, 3.970774, -3.065709]], "forces_ev_per_angstrom": [[-0.130, 1.097, -0.642], [-0.069, -0.014, 0.046], [0.193, -0.046, 0.020], [-0.025, 0.084, 0.378], [-0.232, -0.100, -0.004], [0.126, 0.053, -0.045], [-0.053, -0.008, -0.042], [0.100, 0.035, 0.001], [-0.056, -0.049, 0.083], [0.001, 0.024, 0.073], [0.039, -0.005, -0.122], [0.047, 0.019, -0.007], [-0.065, -0.038, 0.050], [0.026, 0.012, -0.036], [0.004, 0.003, 0.002], [0.002, -0.001, -0.002], [-0.006, -0.009, 0.001], [-0.042, 0.001, 0.020], [0.019, -0.135, 0.077], [0.085, -0.249, 0.231], [0.062, -0.584, -0.032], [-0.110, -0.008, -0.036], [0.038, -0.005, 0.010], [0.004, 0.025, 0.030], [0.036, -0.048, -0.107], [-0.034, -0.010, -0.005], [0.055, 0.064, 0.011], [-0.090, 0.249, 0.356], [0.066, -0.100, -0.109], [0.001, -0.071, -0.163], [0.044, -0.165, -0.069], [-0.004, -0.012, -0.007], [-0.002, -0.005, 0.010], [-0.002, -0.007, -0.007], [0.000, -0.014, 0.007], [-0.002, 0.015, -0.014], [-0.061, 0.027, 0.011], [-0.027, -0.082, 0.044], [-0.022, 0.021, 0.025], [0.041, 0.015, -0.008], [0.005, -0.002, -0.001], [0.019, 0.005, -0.005], [0.011, -0.003, -0.002], [0.002, 0.002, -0.011], [0.003, 0.018, -0.014]], "homo_energy_ev": -3.04, "charge": -1, "orbital_gap_ev": 4.298}



[3]
{"formula": "C34H47BeNO2P2", "method": "ωB97M-V/def2-TZVPD", "symbols": ["Be", "C", "C", "C", "P", "C", "C", "C", "C", "C", "C", "C", "C", "C", "C", "N", "C", "C", "C", "C", "C", "C", "C", "P", "C", "C", "C", "C", "C", "C", "H", "H", "H", "H", "H", "H", "H", "H", "H", "H", "H", "H", "H", "H", "H", "H", "H", "H", "H", "H", "H", "H", "H", "H", "H", "H", "H", "H", "H", "H", "H", "H", "H", "H", "H", "H", "H", "H", "H", "H", "C", "C", "O", "C", "C", "C", "C", "C", "C", "O", "H", "H", "H", "H", "H", "H", "H"], "xyz": [[0.273722, 0.611200, 0.349727], [-2.598625, 0.129543, -2.073569], [-1.806589, 1.368083, -2.494654], [-2.732759, 2.489053, -2.956363], [-0.528902, 1.840546, -1.230011], [-0.601454, 3.633185, -0.790958], [-1.837732, 4.074697, -0.012507], [0.658747, 3.954273, 0.018506], [1.032052, 1.744066, -2.143847], [1.259327, 2.322385, -3.385444], [2.457490, 2.151443, -4.067747], [2.710593, 2.806548, -5.398635], [3.420754, 1.352394, -3.455348], [3.220061, 0.755869, -2.221455], [2.017784, 0.942190, -1.527208], [1.702007, 0.349972, -0.314833], [2.515666, -0.685073, 0.201095], [3.806441, -0.472611, 0.672841], [4.553805, -1.528028, 1.170634], [4.029840, -2.816923, 1.224759], [4.834607, -3.959822, 1.783977], [2.728256, -3.012724, 0.779254], [1.955593, -1.968608, 0.273595], [0.181846, -2.114855, -0.190116], [-0.366688, -3.610082, 0.758607], [-0.184821, -3.386994, 2.264899], [-1.832710, -3.892419, 0.409893], [0.216783, -2.763532, -1.935415], [1.038366, -4.030846, -2.150286], [0.655972, -1.675310, -2.911156], [-3.114594, -0.280272, -2.945460], [-3.325524, 0.377539, -1.302148], [-1.946655, -0.646595, -1.666628], [-1.175508, 1.085929, -3.343360], [-3.444094, 2.755176, -2.176294], [-3.310002, 2.142848, -3.816433], [-2.192973, 3.387983, -3.257306], [-0.545949, 4.173097, -1.743103], [-1.824550, 3.653731, 0.991900], [-2.774037, 3.775260, -0.473621], [-1.826982, 5.163823, 0.074641], [0.664408, 3.388477, 0.954270], [0.666278, 5.015226, 0.277105], [1.573829, 3.727766, -0.528176], [0.472448, 2.917186, -3.843604], [1.774215, 3.044794, -5.904205], [3.289269, 2.156723, -6.056311], [3.269326, 3.738857, -5.287126], [4.362021, 1.178210, -3.966362], [3.996033, 0.126757, -1.806872], [4.216447, 0.529407, 0.638452], [5.561003, -1.346975, 1.528918], [5.898491, -3.827911, 1.586503], [4.525126, -4.909756, 1.347839], [4.708905, -4.038102, 2.866375], [2.311861, -4.012898, 0.825773], [0.226721, -4.472568, 0.449179], [-0.242750, -2.328622, 2.522138], [0.777656, -3.753688, 2.619128], [-0.968239, -3.899252, 2.826797], [-2.446998, -2.998270, 0.542990], [-2.229473, -4.671825, 1.063273], [-1.952814, -4.233136, -0.618938], [-0.838415, -2.981497, -2.134444], [2.076898, -3.873187, -1.851096], [1.037717, -4.300323, -3.209267], [0.649683, -4.885929, -1.596888], [1.714526, -1.436912, -2.787859], [0.091417, -0.751741, -2.775859], [0.511632, -2.015181, -3.939483], [0.237878, 0.232382, 4.080182], [-0.670813, 0.639001, 2.947536], [-0.122785, 0.654276, 1.799844], [-2.003588, 1.008122, 3.158558], [-2.503536, 1.076918, 4.501427], [-3.774360, 1.445106, 4.783606], [-4.656943, 1.765078, 3.706553], [-4.252768, 1.705515, 2.418698], [-2.900178, 1.317576, 2.040970], [-2.574493, 1.276309, 0.845039], [1.135793, -0.205605, 3.655659], [-0.236705, -0.471104, 4.760790], [0.534631, 1.112456, 4.655424], [-1.833255, 0.845541, 5.318044], [-4.121209, 1.503351, 5.805905], [-5.674291, 2.064192, 3.932989], [-4.921790, 1.949880, 1.602852]], "forces_ev_per_angstrom": [[-0.722, -0.240, -0.279], [0.014, 0.004, 0.031], [0.057, -0.053, -0.079], [-0.024, -0.013, 0.018], [0.140, 0.086, 0.140], [0.012, 0.047, -0.152], [0.038, 0.037, 0.054], [-0.010, 0.025, 0.012], [0.029, -0.007, -0.065], [0.065, 0.018, 0.008], [-0.025, -0.006, 0.021], [0.000, 0.005, -0.014], [0.000, -0.021, 0.011], [0.062, 0.052, -0.059], [-0.057, 0.070, -0.014], [0.433, 0.076, 0.070], [-0.192, 0.024, -0.092], [0.048, -0.031, -0.025], [-0.028, 0.022, -0.008], [0.018, 0.004, 0.004], [0.005, -0.005, 0.007], [-0.008, 0.027, -0.043], [0.041, -0.148, 0.079], [0.174, -0.020, 0.045], [-0.080, -0.006, -0.043], [-0.027, 0.047, 0.045], [0.015, 0.042, 0.021], [-0.025, 0.022, -0.024], [0.006, -0.004, 0.024], [0.021, -0.007, 0.008], [-0.049, 0.013, 0.019], [0.004, 0.010, 0.030], [-0.032, 0.035, -0.014], [-0.031, 0.028, -0.001], [-0.012, 0.015, 0.019], [0.010, 0.002, -0.009], [0.002, 0.004, 0.013], [-0.048, 0.040, 0.031], [0.003, -0.005, -0.017], [-0.015, -0.013, -0.020], [-0.010, 0.007, -0.007], [0.007, -0.001, 0.000], [0.000, 0.000, -0.007], [-0.003, -0.004, 0.003], [0.004, 0.005, -0.006], [-0.003, 0.001, 0.003], [0.001, -0.002, 0.002], [0.001, 0.000, 0.006], [0.001, 0.006, -0.005], [-0.011, 0.000, 0.002], [0.014, -0.006, 0.014], [0.007, -0.001, -0.006], [0.000, 0.002, 0.000], [-0.003, -0.001, 0.000], [-0.001, 0.004, 0.000], [0.003, -0.017, 0.006], [0.003, -0.045, 0.047], [-0.055, 0.097, 0.034], [0.019, 0.051, -0.014], [0.029, -0.043, -0.011], [-0.004, 0.001, 0.026], [0.005, -0.015, -0.016], [0.008, 0.024, -0.028], [-0.007, -0.024, -0.019], [0.003, 0.005, -0.007], [-0.012, 0.004, -0.002], [-0.007, -0.002, 0.019], [-0.030, -0.005, 0.015], [0.045, -0.034, -0.021], [-0.005, -0.003, 0.001], [0.058, 0.080, -0.012], [-0.184, 0.180, -0.195], [0.332, -0.174, 0.432], [0.001, -0.107, -0.009], [-0.022, 0.009, -0.012], [0.002, -0.004, -0.009], [-0.017, 0.017, 0.020], [0.017, -0.024, -0.035], [-0.042, 0.052, 0.188], [0.017, -0.078, -0.144], [0.058, -0.085, -0.022], [0.011, -0.026, -0.012], [-0.041, 0.000, 0.013], [0.000, 0.001, 0.016], [-0.003, -0.004, 0.000], [0.000, 0.000, 0.001], [0.001, -0.012, -0.004]], "homo_energy_ev": -7.11, "charge": 0, "orbital_gap_ev": 7.366}



Energy relative to the best compared isomer or geometry (same formula, charge and spin)? In order: 136.8, 4.0, 32.1 kcal/mol.